A cluster of 2 separate species, C4H5Cl in total in a non-equilibrium geometry. Source: OMol25; level of theory: ωB97M-V/def2-TZVPD.

Values from the calculation:
**Spin multiplicity**: 1
**Relative energy (zero: lowest compared OMol25 entry of this formula, charge and spin)**: 3.228 eV
**HOMO-LUMO gap (alpha / beta)**: 7.24 / 7.20 eV
**Net charge**: 0
**M**: 88.54 g mol⁻¹
**HOMO energy (alpha / beta)**: -9.45 / -9.42 eV
**Lowest unoccupied orbital energy (alpha / beta)**: -0.081 / -0.082 Ha

```
10
C4H5Cl, DFT ωB97M-V/def2-TZVPD
C -0.449 0.619 -2.159
C -0.193 -0.011 -1.171
C 0.509 0.384 1.186
C 0.315 -0.497 0.027
Cl -1.928 -1.853 0.625
H -0.976 0.928 -2.928
H 0.896 -0.163 2.070
H -0.390 0.937 1.525
H 1.361 1.245 0.884
H 0.853 -1.589 -0.059
```